Entry 1:
Below is one molecule with the formula C2H3N3O3 at a distorted geometry, with properties calculated with ωB97M-V/def2-TZVPD.

Output
Kohn-Sham gap: 9.48 eV
SMILES: O/N=c1\oncn1O
E_LUMO: 0.0121 hartree

Geometry as ORCA input:
```
! RIJCOSX wB97M-V def2-TZVPD def2/J DEFGRID3
* xyz 0 1
H -2.78913 -0.53815 -0.08612
N 1.45222 0.78018 0.07396
C -1.69504 -0.59526 0.01644
O 0.30957 -1.24608 -0.09125
N -1.01226 -1.68134 -0.09686
C 0.40081 0.06464 0.18723
O 2.60059 -0.04510 -0.09272
O -1.43586 1.69630 -0.34125
H 3.32809 0.60291 -0.15469
N -0.94521 0.54298 0.45652
H -1.03120 2.38510 0.18518
*
```



Entry 2:
Below is one molecule with the formula C2H3N3O3 at a distorted geometry, with properties calculated with ωB97M-V/def2-TZVPD.

Output
Kohn-Sham gap: 10.66 eV
SMILES: N#C[C@](N)(O)[N+](=O)[O-]
E_LUMO: -0.0083 hartree

Geometry as ORCA input:
```
! RIJCOSX wB97M-V def2-TZVPD def2/J DEFGRID3
* xyz 0 1
N 0.94290 0.73535 -0.52533
C -1.47791 0.59096 -0.23835
N -2.20924 1.31508 -0.69480
O 1.61218 0.07525 -1.28826
O 1.14305 1.87862 -0.23285
H 0.64411 0.02837 1.95985
C -0.29106 0.02620 0.20095
H 0.73644 -1.72314 -0.06940
N -0.20030 -1.40862 0.02056
H -0.81953 -1.99121 -0.66212
O -0.08066 0.47313 1.52975
*
```



Entry 3:
Below is C2H3N3O3 as an isolated structure at a distorted geometry, with properties calculated with ωB97M-V/def2-TZVPD.

Output
Kohn-Sham gap: 9.61 eV
E_LUMO: -0.0269 hartree

Geometry as ORCA input:
```
! RIJCOSX wB97M-V def2-TZVPD def2/J DEFGRID3
* xyz 0 1
H -0.21117 -2.16369 -0.89968
H 2.33511 -0.65582 0.64414
O 2.06990 0.25997 -0.24148
N -0.12762 1.98778 0.44165
O -2.71236 0.46501 -0.44333
N 0.25357 -1.55257 0.12608
C -0.30094 0.83156 -0.21136
C -1.54835 0.02608 -0.12587
N 0.63630 -0.27162 -0.60260
O -1.21579 -1.22748 0.60320
H 0.82136 2.30078 0.70926
*
```



Entry 4:
Below is a 2-piece molecular cluster, C2H3N3O3 overall at a distorted geometry, with properties calculated with ωB97M-V/def2-TZVPD.

Output
Kohn-Sham gap: 9.26 eV
E_LUMO: -0.0379 hartree

Geometry as ORCA input:
```
! RIJCOSX wB97M-V def2-TZVPD def2/J DEFGRID3
* xyz 0 1
O -1.33072 -0.99200 0.96030
C 0.61180 -0.44115 -0.04064
N 1.32991 -1.44387 0.39833
O 0.16767 1.45260 -1.21060
N -0.95444 1.08970 -0.24267
H -2.58484 -0.65448 0.57348
H 0.58328 -1.93193 1.01516
N -0.78588 -0.34981 -0.13673
H -0.69373 1.67042 0.52078
O 2.42701 0.89935 -1.01976
C 1.22994 0.70118 -0.81767
*
```



Entry 5:
Below is one molecule with the formula C2H3N3OS at a distorted geometry, with properties calculated with ωB97M-V/def2-TZVPD.

Output
Kohn-Sham gap: 10.47 eV
SMILES: NOc1nncs1
E_LUMO: 0.0216 hartree

Geometry as ORCA input:
```
! RIJCOSX wB97M-V def2-TZVPD def2/J DEFGRID3
* xyz 0 1
N -1.27105 -1.19898 -0.11656
H 2.21892 -0.39743 -0.66056
O 1.28471 1.09614 -0.18493
S -1.38911 1.31667 0.03704
N -0.01197 -0.78233 -0.13918
C -2.13907 -0.30238 0.00332
N 2.38857 0.23952 0.12472
H -3.28088 -0.38587 -0.02594
H 2.11336 -0.11088 1.07490
C 0.08653 0.52554 -0.11281
*
```



Entry 6:
Below is one molecule with the formula C2H3N3OS at a distorted geometry, with properties calculated with ωB97M-V/def2-TZVPD.

Output
Kohn-Sham gap: 9.37 eV
SMILES: S/N=c1/nco[nH]1
E_LUMO: 0.0271 hartree

Geometry as ORCA input:
```
! RIJCOSX wB97M-V def2-TZVPD def2/J DEFGRID3
* xyz 0 1
O 1.61850 1.08436 -0.06685
N 0.22815 1.01025 0.39757
H 2.94099 -0.75978 -0.30657
H -0.27364 1.55559 -0.25001
H -3.35522 -0.72535 0.00619
N 0.99604 -1.09443 0.10352
C 1.89840 -0.30439 -0.14691
C -0.17870 -0.32788 0.20654
S -2.54141 0.32200 -0.06271
N -1.33312 -0.76036 0.11922
*
```



Entry 7:
Below is one molecule with the formula C2H3N3S at a distorted geometry, with properties calculated with ωB97M-V/def2-TZVPD.

Output
Kohn-Sham gap: 10.38 eV
SMILES: Sc1c[nH]nn1
E_LUMO: 0.0272 hartree

Geometry as ORCA input:
```
! RIJCOSX wB97M-V def2-TZVPD def2/J DEFGRID3
* xyz 0 1
S -2.41442 -0.30621 -0.19933
H 2.40798 0.59420 -0.13025
C 0.26400 0.78193 -0.14390
N 1.47303 0.19998 -0.10084
H -2.62928 -0.25828 1.12372
H 0.06413 1.83643 -0.14529
N 1.37312 -1.13976 -0.11027
C -0.62983 -0.24888 -0.15365
N 0.09128 -1.45943 -0.14019
*
```



Entry 8:
Below is a 2-piece molecular cluster, C2H3N3S overall at a distorted geometry, with properties calculated with ωB97M-V/def2-TZVPD.

Output
Kohn-Sham gap (spin up / spin down): 7.08 / 7.76 eV
E_LUMO (spin up / spin down): -0.0196 / -0.0106 hartree

Geometry as ORCA input:
```
! RIJCOSX wB97M-V def2-TZVPD def2/J DEFGRID3
* xyz 0 1
C -1.80217 -1.86553 -0.40724
H -0.08185 0.69958 1.52268
H 0.83679 -0.98309 0.00368
S -2.79819 1.71130 -0.32347
H -1.58314 -2.30205 -1.33751
N -0.44443 0.51157 0.60442
N 0.07806 -0.24291 -0.31337
C -1.78992 0.81336 0.48642
N -2.29047 -1.61944 0.59125
*
```



Entry 9:
Below is one molecule with the formula C2H3N3S at a distorted geometry, with properties calculated with ωB97M-V/def2-TZVPD.

Output
Kohn-Sham gap: 8.32 eV
SMILES: c1cn2sn2[nH]1
E_LUMO: 0.0257 hartree

Geometry as ORCA input:
```
! RIJCOSX wB97M-V def2-TZVPD def2/J DEFGRID3
* xyz 0 1
N 1.01559 0.73578 0.53914
H -1.97187 0.05711 -0.54296
C -0.22645 -1.08731 0.16425
S 2.18487 -0.05810 -0.60953
H -0.44236 -2.13282 0.13078
H -0.38790 2.04526 -0.21697
N 1.01661 -0.64758 0.62255
C -0.96850 -0.01658 -0.17859
N -0.21998 1.10424 0.09134
*
```



Entry 10:
Below is C2H3N3S as an isolated structure at a distorted geometry, with properties calculated with ωB97M-V/def2-TZVPD.

Output
Kohn-Sham gap (spin up / spin down): 7.32 / 7.95 eV
E_LUMO (spin up / spin down): -0.0292 / -0.0341 hartree

Geometry as ORCA input:
```
! RIJCOSX wB97M-V def2-TZVPD def2/J DEFGRID3
* xyz 0 1
H -0.83982 -0.90689 1.80949
N -0.55593 -0.22125 1.07526
C -1.32652 0.49658 0.16264
H 2.38593 0.28046 -0.23926
N 0.44149 -0.31244 0.13919
C -0.27772 0.35012 -0.83940
H 0.30430 0.88316 -1.48405
N 1.87263 -0.05434 0.57279
S -2.00434 -0.51539 -1.19666
*
```



Entry 11:
Below is C2H3N4O as an isolated structure at a distorted geometry, with properties calculated with ωB97M-V/def2-TZVPD.

Output
Kohn-Sham gap: 8.30 eV
E_LUMO: 0.1675 hartree

Geometry as ORCA input:
```
! RIJCOSX wB97M-V def2-TZVPD def2/J DEFGRID3
* xyz -1 1
O -1.45258 -1.44669 1.33773
C 1.43771 0.31306 -0.46696
N -0.66931 -1.79832 0.42628
N 0.24573 -0.19669 -0.01782
N 1.37535 1.68438 -0.54592
H 2.11441 -0.34659 -0.87729
H -1.22402 -1.81688 -0.47646
H -1.42422 0.72522 0.53337
N 0.08420 2.00565 -0.11811
C -0.48726 0.87686 0.20518
*
```



Entry 12:
Below is an isolated ion of composition C2H3N4O and charge +1 at a distorted geometry, with properties calculated with ωB97M-V/def2-TZVPD.

Output
expectation value of S²: 2.03
Kohn-Sham gap (spin up / spin down): 7.31 / 9.11 eV
E_LUMO (spin up / spin down): -0.1680 / -0.2661 hartree

Geometry as ORCA input:
```
! RIJCOSX wB97M-V def2-TZVPD def2/J DEFGRID3
* xyz 1 3
N -1.48214 1.29133 1.43652
H -2.18887 2.01459 1.77915
H 1.31182 -1.68552 -0.63285
O 0.85868 1.27896 1.71572
N -2.19614 0.71656 0.35637
C -0.31545 -0.42729 -0.43948
H 1.32065 -0.15630 -1.60924
N 0.83183 -0.73783 -0.92706
C -0.28723 1.26959 1.61443
N -1.45853 -0.01679 -0.38907
*
```



Entry 13:
Below is one molecule with the formula C2H3N5O at a distorted geometry, with properties calculated with ωB97M-V/def2-TZVPD.

Output
Kohn-Sham gap: 11.42 eV
SMILES: O=CNn1cnnn1
E_LUMO: 0.0206 hartree

Geometry as ORCA input:
```
! RIJCOSX wB97M-V def2-TZVPD def2/J DEFGRID3
* xyz 0 1
H 1.79285 -0.76326 -0.42591
N 0.19011 -0.85956 0.80222
N 0.10358 1.34879 0.07124
N -1.60168 1.24893 -1.29783
N -0.40202 0.11519 0.08215
C 1.48659 -1.27975 0.46257
C -1.44541 0.02599 -0.73809
H -0.27570 -1.28657 1.60535
N -0.62173 2.04390 -0.74889
H -2.11222 -0.80894 -0.84140
O 2.08377 -2.11243 1.11910
*
```



Entry 14:
Below is one molecule with the formula C2H3N5O at a distorted geometry, with properties calculated with ωB97M-V/def2-TZVPD.

Output
Kohn-Sham gap: 9.64 eV
SMILES: [H]/N=C/N=c1/[nH]nno1
E_LUMO: 0.0019 hartree

Geometry as ORCA input:
```
! RIJCOSX wB97M-V def2-TZVPD def2/J DEFGRID3
* xyz 0 1
H -0.21738 -2.30618 -0.91885
N -1.32528 0.08549 0.23091
N 0.30874 -1.42088 -0.89467
H -0.28704 1.55790 1.24009
O 1.05504 0.24723 -0.01303
N 1.63708 -1.65096 -0.83442
N -2.30176 2.01470 1.18471
C -1.29617 1.38673 0.77081
N 2.09752 -0.52158 -0.45874
H -2.17898 2.88671 1.66546
C -0.14899 -0.33067 -0.18364
*
```



Entry 15:
Below is one molecule with the formula C2H3N5O at a distorted geometry, with properties calculated with ωB97M-V/def2-TZVPD.

Output
Kohn-Sham gap: 8.59 eV
SMILES: [H]/N=c1\nnon1N=C
E_LUMO: -0.0231 hartree

Geometry as ORCA input:
```
! RIJCOSX wB97M-V def2-TZVPD def2/J DEFGRID3
* xyz 0 1
N 0.15268 1.29242 -1.17653
H 0.08374 1.60091 -3.14136
C -0.37889 -0.86451 0.12279
H 1.02914 -0.04680 -2.87402
N -0.65132 -1.68708 -0.77318
O 0.33904 1.02492 1.07064
N -0.38537 -1.08471 1.60816
N 0.26834 0.32820 -0.09948
H -0.61748 -2.67196 -0.21378
N -0.11377 0.11412 2.05245
C 0.69528 0.89416 -2.39211
*
```



Entry 16:
Below is one molecule with the formula C2H3NO at a distorted geometry, with properties calculated with ωB97M-V/def2-TZVPD.

Output
Kohn-Sham gap: 11.54 eV
E_LUMO: 0.0390 hartree

Geometry as ORCA input:
```
! RIJCOSX wB97M-V def2-TZVPD def2/J DEFGRID3
* xyz 0 1
O -0.64781 -0.63083 0.53639
C 0.32576 -0.95494 -0.35799
H 0.58500 -1.91962 -0.75720
H -0.71828 1.43307 -0.33328
H -0.06862 1.16971 1.28269
C -0.23269 0.68447 0.27440
N 0.75664 0.21814 -0.64500
*
```



Entry 17:
Below is one molecule with the formula C2H3NO at a distorted geometry, with properties calculated with ωB97M-V/def2-TZVPD.

Output
Kohn-Sham gap: 11.54 eV
SMILES: [H]/N=C1/CO1
E_LUMO: 0.0352 hartree

Geometry as ORCA input:
```
! RIJCOSX wB97M-V def2-TZVPD def2/J DEFGRID3
* xyz 0 1
C -0.79357 -0.16233 -0.01799
H 2.17445 0.96391 -0.19012
O -0.40135 1.24161 -0.01661
H -1.38190 -0.34193 -0.86150
C 0.56091 0.25445 -0.00646
N 1.81660 0.11044 0.03569
H -1.10387 -0.46256 1.08574
*
```



Entry 18:
Below is one molecule with the formula C2H3NO2 at a distorted geometry, with properties calculated with ωB97M-V/def2-TZVPD.

Output
Kohn-Sham gap (spin up / spin down): 7.72 / 7.83 eV
E_LUMO (spin up / spin down): -0.0915 / -0.0874 hartree

Geometry as ORCA input:
```
! RIJCOSX wB97M-V def2-TZVPD def2/J DEFGRID3
* xyz 0 1
N -0.50294 0.83270 0.17096
C -0.68851 -0.67472 -0.08600
C 0.74536 0.91368 -0.03472
O 0.40467 -1.35198 0.10129
H -1.20632 -0.66287 -0.97638
H -1.40943 -1.06804 0.67219
O 1.67754 0.06343 -0.10018
H 0.97962 1.94781 0.25285
*
```



Entry 19:
Below is one molecule with the formula C2H3NO2 at a distorted geometry, with properties calculated with ωB97M-V/def2-TZVPD.

Output
Kohn-Sham gap (spin up / spin down): 8.13 / 8.13 eV
E_LUMO (spin up / spin down): -0.0096 / -0.0096 hartree

Geometry as ORCA input:
```
! RIJCOSX wB97M-V def2-TZVPD def2/J DEFGRID3
* xyz 0 1
H -1.14807 1.01113 0.82156
O 1.50336 -0.89562 -0.24091
O 0.76356 1.07789 0.10299
H -0.98045 0.68224 -0.93042
H -0.89728 -1.66445 -0.18886
C -0.57011 0.46500 0.07478
N 1.74890 0.28053 -0.13250
C -0.41991 -0.95671 0.49337
*
```



Entry 20:
Below is one molecule with the formula C2H3NO2 at a distorted geometry, with properties calculated with ωB97M-V/def2-TZVPD.

Output
Kohn-Sham gap: 10.84 eV
SMILES: C=NOC=O
E_LUMO: 0.0079 hartree

Geometry as ORCA input:
```
! RIJCOSX wB97M-V def2-TZVPD def2/J DEFGRID3
* xyz 0 1
C 1.63779 -0.22800 0.03693
H 1.26323 -1.36545 0.16266
H 2.86131 -0.04091 -0.11851
C -1.61872 0.29582 0.05788
H -1.54189 1.33969 0.10368
O -2.73594 -0.23491 -0.04668
O -0.47075 -0.37847 -0.10756
N 0.60497 0.61223 -0.08840
*
```